[1]
A cluster of 8 separate species, C32H64O8 in total at a distorted geometry. Source: the Open Molecules 2025 dataset; level of theory: ωB97M-V/def2-TZVPD.

Bonds (Å) are listed after each position.
Geometry (Å):
1 C -1.594 -5.721 0.441  C20 1.385, C43 1.571, H72 1.094, H99 0.922
2 H -4.317 0.078 -0.100  C98 1.016
3 H -5.351 -3.450 0.208  C59 1.080
4 O -1.966 -5.495 -1.827  C43 1.358, C63 1.376
5 C 3.387 -5.702 1.950  H24 1.119, C26 1.574, H60 1.223, C66 1.541
6 O 4.545 1.505 3.158  C8 1.403, C45 1.489
7 H 2.318 -0.949 -1.307  C49 1.100
8 C 4.644 0.590 2.099  O6 1.403, H19 1.097, H40 1.083, C65 1.547
9 H 2.568 -0.110 0.197  C49 1.070
10 H -1.032 3.078 -7.579  C90 1.224
11 H 4.479 1.475 0.151  C65 1.119
12 H -2.789 2.775 -1.833  C93 1.049
13 H 1.484 0.223 2.758  C21 1.254
14 H 0.845 4.682 2.820  C52 1.189
15 H -1.487 3.697 -2.303  C93 1.098
16 C -2.098 3.904 -0.390  H64 1.179, H74 1.180, C92 1.494, C93 1.581
17 C -0.583 -0.128 -0.597  H35 1.051, C70 1.526, C86 1.537, H96 1.064
18 H 0.188 0.252 -2.424  C70 0.853
19 H 3.743 0.015 1.855  C8 1.097
20 C -2.114 -4.447 0.283  C1 1.385, H30 1.096, H57 1.091, C63 1.525
21 C 0.927 1.252 3.211  H13 1.254, C33 1.439, H37 1.026, C94 1.458
22 H -1.765 -3.466 -1.640  C63 1.153
23 H 2.381 3.724 3.554  C52 1.017
24 H 4.343 -5.561 2.514  C5 1.119
25 H 1.450 -5.785 2.739  C26 1.032
26 C 2.260 -5.170 2.910  C5 1.574, H25 1.032, H82 1.246, C87 1.451
27 H 4.152 -4.115 1.017  C66 1.094
28 H 0.854 1.369 5.244  C94 0.965
29 H 0.514 -1.945 0.255  C86 1.042
30 H -1.415 -3.657 0.579  C20 1.096
31 H -5.912 -1.999 -0.690  C59 1.120
32 H 1.524 3.927 -6.511  C44 0.902
33 C 1.240 2.380 2.373  C21 1.439, C52 1.583, H75 1.031, H77 1.179
34 H -1.322 1.137 -6.115  C68 1.040
35 H -1.199 0.453 0.026  C17 1.051
36 O 0.833 3.213 4.399  C52 1.432, C94 1.393
37 H -0.046 0.951 3.092  C21 1.026
38 H 0.691 2.063 -7.649  C90 1.217
39 H -2.065 6.042 0.208  C92 1.149
40 H 5.433 -0.091 2.389  C8 1.083
41 H 0.454 1.153 -5.853  C68 1.182
42 C -3.236 5.060 -2.169  O67 1.451, H83 1.065, C93 1.492, H95 1.103
43 C -1.900 -6.483 -0.897  C1 1.571, O4 1.358, H51 1.133, H85 1.002
44 C 0.632 3.916 -6.376  H32 0.902, H58 1.257, C78 1.592, C90 1.514
45 C 5.595 2.545 2.977  O6 1.489, H53 1.176, H80 1.142, C84 1.518
46 H 2.362 -3.064 2.475  C87 1.036
47 H 3.414 -5.005 -0.238  C66 1.037
48 H -6.266 -2.252 2.289  C101 1.036
49 C 1.817 -0.367 -0.520  H7 1.100, H9 1.070, C86 1.462, O103 1.414
50 O -0.770 2.659 -4.779  C68 1.465, C78 1.490
51 H -1.281 -7.422 -1.038  C43 1.133
52 C 1.428 3.717 3.199  H14 1.189, H23 1.017, C33 1.583, O36 1.432
53 H 5.400 3.571 3.516  C45 1.176
54 H 0.092 4.468 -4.288  C78 1.058
55 H -5.090 -0.372 2.774  C91 1.214
56 H 1.208 2.985 -4.609  C78 1.063
57 H -3.074 -4.338 0.788  C20 1.091
58 H -0.115 4.755 -6.940  C44 1.257
59 C -5.430 -2.374 0.248  H3 1.080, H31 1.120, C101 1.515, O104 1.391
60 H 3.108 -6.888 1.845  C5 1.223
61 H 6.064 0.830 0.308  C65 1.136
62 H -3.308 -4.125 -1.531  C63 0.998
63 C -2.386 -4.338 -1.213  O4 1.376, C20 1.525, H22 1.153, H62 0.998
64 H -2.466 2.872 0.046  C16 1.179
65 C 5.279 1.373 0.925  C8 1.547, H11 1.119, H61 1.136, C84 1.414
66 C 3.289 -4.734 0.755  C5 1.541, H27 1.094, H47 1.037, O97 1.496
67 O -3.698 5.387 -0.833  C42 1.451, C92 1.375
68 C -0.536 1.794 -5.938  H34 1.040, H41 1.182, O50 1.465, C90 1.422
69 H 6.847 2.822 1.357  C84 1.145
70 C 0.116 0.677 -1.689  C17 1.526, H18 0.853, H76 1.082, O103 1.491
71 H -2.981 4.949 1.255  C92 1.148
72 H -0.536 -5.446 0.384  C1 1.094
73 H 0.499 -0.599 0.960  C86 1.013
74 H -0.956 3.910 -0.095  C16 1.180
75 H 0.527 2.620 1.668  C33 1.031
76 H -0.321 1.601 -2.045  C70 1.082
77 H 2.142 2.040 1.694  C33 1.179
78 C 0.377 3.608 -4.835  C44 1.592, O50 1.490, H54 1.058, H56 1.063
79 H -3.431 -0.387 1.202  C98 0.952
80 H 6.506 2.109 3.509  C45 1.142
81 H 5.291 3.512 1.245  C84 1.036
82 H 2.591 -5.238 4.109  C26 1.246
83 H -2.526 5.762 -2.541  C42 1.065
84 C 5.729 2.600 1.466  C45 1.518, C65 1.414, H69 1.145, H81 1.036
85 H -2.799 -6.846 -0.643  C43 1.002
86 C 0.577 -0.934 0.008  C17 1.537, H29 1.042, C49 1.462, H73 1.013
87 C 1.768 -3.909 2.389  C26 1.451, H46 1.036, H88 1.101, O97 1.489
88 H 0.754 -3.592 2.679  C87 1.101
89 H -7.238 -1.636 0.878  C101 1.131
90 C -0.066 2.693 -6.934  H10 1.224, H38 1.217, C44 1.514, C68 1.422
91 C -5.432 -0.411 1.610  H55 1.214, C98 1.554, C101 1.586, H102 1.133
92 C -2.763 5.132 0.143  C16 1.494, H39 1.149, O67 1.375, H71 1.148
93 C -2.510 3.783 -1.911  H12 1.049, H15 1.098, C16 1.581, C42 1.492
94 C 1.204 1.874 4.500  C21 1.458, H28 0.965, O36 1.393, H100 1.169
95 H -4.041 4.699 -2.829  C42 1.103
96 H -1.180 -0.634 -1.317  C17 1.064
97 O 2.026 -3.950 0.923  C66 1.496, C87 1.489
98 C -4.202 -0.570 0.674  H2 1.016, H79 0.952, C91 1.554, O104 1.338
99 H -1.824 -6.241 1.167  C1 0.922
100 H 2.364 1.883 4.652  C94 1.169
101 C -6.231 -1.761 1.378  H48 1.036, C59 1.515, H89 1.131, C91 1.586
102 H -5.966 0.564 1.393  C91 1.133
103 O 1.491 0.860 -1.142  C49 1.414, C70 1.491
104 O -4.138 -1.865 0.342  C59 1.391, C98 1.338

Energy (hartree): -1858.85388
Relative energy (zero: lowest compared OMol25 entry of this formula, charge and spin) (kJ/mol): 1560.5
Total charge: 0

Results of the Löwdin charge analysis, in e, for atoms 1 through 5: -0.1735 0.0961 0.1153 -0.0831 -0.1591

[2]
A cluster of 16 separate species, C32H65BBr30FNO4S in total at a distorted geometry. Source: the Open Molecules 2025 dataset; level of theory: ωB97M-V/def2-TZVPD.

Bonds (Å) are listed after each position.
Geometry (Å):
1 H -7.375 2.742 6.641  C99 1.094
2 H 11.928 3.546 -3.129  C118 1.094
3 H -0.862 -6.149 1.373  C113 1.094
4 C 4.238 5.394 0.622  Br29 1.950, H32 1.094, H63 1.094, C94 1.511
5 Br -0.340 -11.125 0.750  C65 1.950
6 B -2.848 -2.070 0.783  O46 1.495, N82 1.518, O101 1.484
7 C 10.584 4.215 -0.564  Br27 1.950, C59 1.511, H81 1.094, H83 1.094
8 C -1.360 -6.342 3.461  H45 1.094, Br66 1.950, C113 1.511, H132 1.094
9 Br 13.213 5.554 -3.880  C118 1.950
10 H 3.073 4.591 -1.048  C94 1.094
11 F -0.381 0.151 -0.324  S130 1.749
12 C -7.888 4.070 1.261  H56 1.094, Br62 1.950, H77 1.094, C95 1.511
13 C -4.417 -0.631 -0.385  N82 1.512, H90 1.194, C96 1.488
14 C 10.367 4.605 5.976  C86 1.511, Br110 1.950, H111 1.094, H125 1.094
15 C -1.439 6.552 -4.329  C20 1.511, Br22 1.950, H52 1.094, H124 1.094
16 H -4.935 -0.130 -2.566  C96 1.192
17 H -3.053 -2.013 2.789  O46 1.016
18 Br -2.927 -7.506 1.361  C113 1.950
19 H 3.609 6.280 -1.240  C94 1.094
20 C 0.004 6.994 -4.263  C15 1.511, H43 1.094, Br49 1.950, H93 1.094
21 Br -7.086 -3.998 -0.393  C72 1.950
22 Br -1.666 5.064 -5.570  C15 1.950
23 Br 8.466 4.337 1.364  C59 1.950
24 H -2.328 -1.980 7.882  C38 1.094
25 Br -7.370 1.642 -0.173  C95 1.950
26 C -1.740 3.760 -0.842  H36 1.094, Br60 1.950, H105 1.094, C126 1.511
27 Br 10.825 2.280 -0.597  C7 1.950
28 H -2.256 -5.151 1.859  C113 1.094
29 Br 4.324 3.628 1.445  C4 1.950
30 H -4.446 -9.358 -4.861  C122 1.094
31 H 8.123 8.279 -5.169  C80 1.094
32 H 3.458 5.927 1.174  C4 1.094
33 Br -5.754 1.988 4.294  C114 1.950
34 Br -0.229 -9.482 4.056  C70 1.950
35 Br 9.708 4.713 -4.685  C40 1.950
36 H -1.379 4.275 -1.736  C26 1.094
37 H -6.668 3.987 -0.514  C95 1.094
38 C -3.073 -1.491 7.248  H24 1.094, C84 1.511, H85 1.094, Br98 1.950
39 Br -1.664 -12.005 -4.927  C117 1.950
40 C 11.360 3.828 -5.225  Br35 1.950, H73 1.094, H100 1.094, C118 1.511
41 H 13.184 3.122 -4.320  C118 1.094
42 C 8.215 7.376 -3.214  Br68 1.950, C80 1.511, H119 1.094, H121 1.094
43 H 0.484 7.060 -5.244  C20 1.094
44 H 1.489 -11.002 3.063  C70 1.094
45 H -0.526 -5.696 3.751  C8 1.094
46 O -2.261 -2.096 2.158  B6 1.495, H17 1.016
47 H -3.022 -3.453 -0.754  O101 1.003
48 H -8.039 -5.268 -6.681  C134 1.094
49 Br 1.070 5.764 -3.189  C20 1.950
50 H -8.410 3.811 -0.849  C95 1.094
51 H -6.218 3.332 7.862  C99 1.094
52 H -1.839 6.227 -3.365  C15 1.094
53 H 0.331 -8.770 1.248  C65 1.094
54 H -9.648 -5.236 -5.914  C134 1.094
55 H -8.997 -7.486 -4.737  C79 1.094
56 H -7.792 5.158 1.313  C12 1.094
57 Br 0.113 5.486 0.503  C126 1.950
58 H -9.263 -7.578 -6.497  C79 1.094
59 C 10.307 4.708 0.836  C7 1.511, Br23 1.950, H67 1.094, H104 1.094
60 Br -3.392 4.645 -0.302  C26 1.950
61 Br 8.261 5.998 4.619  C86 1.950
62 Br -9.729 3.699 1.788  C12 1.950
63 H 5.201 5.879 0.803  C4 1.094
64 Br -6.232 -7.077 -2.245  C108 1.950
65 C 0.844 -9.722 1.408  Br5 1.950, H53 1.094, C70 1.511, H74 1.094
66 Br -2.815 -5.863 4.667  C8 1.950
67 H 10.403 5.796 0.889  C59 1.094
68 Br 8.033 7.910 -1.347  C42 1.950
69 H -5.492 -7.460 0.082  C108 1.094
70 C 1.227 -9.961 2.850  Br34 1.950, H44 1.094, C65 1.511, H76 1.094
71 Br -4.861 -1.656 5.014  C84 1.950
72 C -6.890 -5.829 0.251  Br21 1.950, C108 1.511, H116 1.094, H133 1.094
73 H 11.063 2.810 -5.492  C40 1.094
74 H 1.725 -9.768 0.762  C65 1.094
75 H -5.339 -2.045 -2.064  C96 1.183
76 H 2.061 -9.315 3.140  C70 1.094
77 H -7.242 3.616 2.017  C12 1.094
78 H -4.062 -11.700 -5.444  C117 1.094
79 C -8.646 -7.134 -5.711  H55 1.094, H58 1.094, Br88 1.950, C134 1.511
80 C 7.805 8.494 -4.144  H31 1.094, C42 1.511, Br102 1.950, H112 1.094
81 H 11.527 4.625 -0.938  C7 1.094
82 N -2.992 -0.716 0.114  B6 1.518, C13 1.512, S130 1.746
83 H 9.785 4.449 -1.274  C7 1.094
84 C -3.269 -2.261 5.964  C38 1.511, Br71 1.950, H91 1.094, H92 1.094
85 H -3.996 -1.355 7.819  C38 1.094
86 C 8.870 4.555 5.782  C14 1.511, Br61 1.950, H120 1.094, H135 1.094
87 H -4.845 -5.913 -0.523  C108 1.094
88 Br -6.866 -7.883 -5.980  C79 1.950
89 Br -6.607 5.068 6.146  C99 1.950
90 H -5.232 -0.284 0.416  C13 1.194
91 H -3.448 -3.320 6.173  C84 1.094
92 H -2.429 -2.170 5.270  C84 1.094
93 H 0.089 7.960 -3.757  C20 1.094
94 C 3.882 5.298 -0.843  C4 1.511, H10 1.094, H19 1.094, Br128 1.950
95 C -7.611 3.577 -0.140  C12 1.511, Br25 1.950, H37 1.094, H50 1.094
96 C -4.909 -0.992 -1.742  C13 1.488, H16 1.192, H75 1.183
97 H -5.013 1.606 6.621  C114 1.094
98 Br -2.351 0.288 6.901  C38 1.950
99 C -6.412 3.237 6.790  H1 1.094, H51 1.094, Br89 1.950, C114 1.511
100 H 11.721 4.343 -6.119  C40 1.094
101 O -3.282 -3.369 0.210  B6 1.484, H47 1.003
102 Br 5.864 8.655 -4.241  C80 1.950
103 Br -2.691 -8.919 -3.178  C122 1.950
104 H 10.953 4.254 1.593  C59 1.094
105 H -2.037 2.742 -1.109  C26 1.094
106 H -2.837 -9.389 -5.628  C122 1.094
107 Br -7.893 -4.797 -4.231  C134 1.950
108 C -5.743 -6.531 -0.438  Br64 1.950, H69 1.094, C72 1.511, H87 1.094
109 O -2.201 0.712 -2.137  S130 1.575
110 Br 11.306 3.918 4.411  C14 1.950
111 H 10.671 3.952 6.799  C14 1.094
112 H 8.192 9.472 -3.845  C80 1.094
113 C -1.743 -6.103 2.019  H3 1.094, C8 1.511, Br18 1.950, H28 1.094
114 C -5.265 2.535 6.101  Br33 1.950, H97 1.094, C99 1.511, H131 1.094
115 H -1.173 3.478 1.253  C126 1.094
116 H -7.854 -6.324 0.103  C72 1.094
117 C -3.445 -11.255 -4.658  Br39 1.950, H78 1.094, C122 1.511, H129 1.094
118 C 12.365 3.811 -4.096  H2 1.094, Br9 1.950, C40 1.511, H41 1.094
119 H 7.625 6.464 -3.344  C42 1.094
120 H 8.521 3.619 5.338  C86 1.094
121 H 9.275 7.138 -3.340  C42 1.094
122 C -3.428 -9.750 -4.781  H30 1.094, Br103 1.950, H106 1.094, C117 1.511
123 H 0.084 3.054 0.063  C126 1.094
124 H -2.070 7.352 -4.727  C15 1.094
125 H 10.748 5.614 6.160  C14 1.094
126 C -0.735 3.743 0.286  C26 1.511, Br57 1.950, H115 1.094, H123 1.094
127 O -1.367 -1.738 -1.871  S130 1.552
128 Br 5.415 4.731 -1.907  C94 1.950
129 H -3.796 -11.608 -3.684  C117 1.094
130 S -1.809 -0.442 -1.140  F11 1.749, N82 1.746, O109 1.575, O127 1.552
131 H -4.366 3.153 6.016  C114 1.094
132 H -1.098 -7.383 3.674  C8 1.094
133 H -6.697 -5.734 1.323  C72 1.094
134 C -8.630 -5.628 -5.834  H48 1.094, H54 1.094, C79 1.511, Br107 1.950
135 H 8.352 4.718 6.731  C86 1.094

Energy (hartree): -79357.19624
Total charge: 0

Results of the Löwdin charge analysis, in e, for atoms 1 through 5: 0.0548 0.0016 0.0625 -0.6875 0.6064

- Number 2 is which compound?
  C32H65BBr30FNO4S